Entry 1:
Density functional theory data (ωB97M-V/def2-TZVPD) for a cluster of 14 separate species, C30H88N12O14 in total in a non-equilibrium geometry.

Geometry as XYZ:
```
144
Properties=species:S:1:pos:R:3:forces:R:3
C 3.776 0.790 -3.748 0.1 -0.8 -0.6
C 2.825 1.956 -3.859 -2.3 -0.9 -0.7
C 1.352 1.587 -4.144 0.0 -1.2 -0.7
O 2.696 2.683 -2.679 1.1 1.2 0.4
H 4.791 1.035 -4.061 0.0 0.2 0.2
H 3.426 0.009 -4.424 0.1 -0.1 -0.2
H 3.821 0.311 -2.770 -0.2 0.4 0.2
H 3.132 2.608 -4.679 0.2 0.1 -0.1
H 0.765 2.437 -4.490 0.1 0.1 0.3
H 0.852 1.099 -3.307 0.3 0.6 0.5
H 1.224 0.800 -4.889 0.4 0.1 -0.5
H 3.562 3.105 -2.692 0.3 0.4 1.3
C -3.892 -1.354 -4.408 0.0 -0.9 0.6
C -2.389 -1.589 -4.182 0.9 1.7 -1.2
C -1.554 -0.296 -4.439 0.4 -0.6 -0.4
O -2.123 -1.885 -2.856 0.0 -0.3 2.6
H -4.217 -0.486 -4.981 0.4 -0.2 -0.4
H -4.310 -1.219 -3.410 -0.1 0.1 0.0
H -4.329 -2.281 -4.780 -0.3 0.2 -0.3
H -1.965 -2.469 -4.668 -0.3 0.4 -1.2
H -2.115 0.613 -4.221 0.0 -0.1 0.2
H -1.138 -0.184 -5.441 -0.6 -0.2 -0.4
H -0.625 -0.320 -3.870 -0.3 -0.1 0.5
H -2.386 -2.789 -2.667 -0.1 0.0 0.1
C -0.363 6.464 -0.963 -2.2 -1.0 0.5
C -1.570 5.462 -0.568 1.4 -0.1 -1.4
C -1.499 3.972 -1.053 0.1 1.5 -1.1
O -1.470 5.329 0.820 -0.1 0.2 1.5
H 0.567 5.968 -0.691 0.1 0.2 -0.5
H -0.524 7.317 -0.302 0.2 0.1 0.2
H -0.475 6.909 -1.952 0.5 -0.6 -0.2
H -2.522 5.949 -0.786 -0.1 -0.1 -0.4
H -2.117 3.359 -0.399 0.5 -0.2 0.1
H -0.456 3.695 -1.211 0.1 -0.4 0.9
H -1.880 3.787 -2.059 -0.4 0.5 -0.1
H -1.428 6.232 1.147 0.1 0.0 0.4
C 4.739 -2.886 1.282 1.9 -0.3 -0.6
C 5.449 -1.673 0.664 -3.0 1.2 0.3
C 4.689 -1.152 -0.533 -0.6 -1.7 -1.9
O 5.301 -0.555 1.555 1.9 0.3 1.1
H 4.815 -3.638 0.496 -0.6 -0.4 0.2
H 3.721 -2.733 1.639 0.0 0.3 -0.3
H 5.360 -3.237 2.107 -0.2 -0.1 0.2
H 6.486 -1.860 0.388 0.1 0.0 0.5
H 5.254 -0.462 -1.159 -0.2 0.3 0.3
H 3.673 -0.829 -0.305 0.3 0.8 0.6
H 4.406 -1.964 -1.208 0.6 -0.4 -0.4
H 4.474 -0.636 2.042 -0.4 -0.1 -0.1
C -5.788 -0.090 -1.401 1.2 0.0 0.4
C -4.448 0.714 -1.312 -2.9 2.1 -0.6
C -4.441 2.038 -2.195 1.0 -1.9 0.4
O -4.299 1.061 0.073 1.7 -0.5 0.0
H -6.247 -0.230 -2.379 0.3 0.1 -0.1
H -6.526 0.365 -0.740 0.0 0.1 -0.1
H -5.519 -1.060 -0.980 -0.5 -0.3 0.0
H -3.611 0.130 -1.692 0.1 -0.2 0.8
H -5.016 1.826 -3.095 0.1 0.4 -0.1
H -3.375 2.067 -2.424 -0.1 0.7 -0.6
H -4.685 2.988 -1.721 -0.4 -0.3 0.2
H -5.051 1.519 0.457 -0.5 -0.1 -0.7
C -0.781 0.290 1.520 0.8 -1.4 0.7
C -0.533 0.010 0.076 -1.1 -0.2 -2.9
C 0.751 0.490 -0.539 0.5 -0.1 0.6
O -0.623 -1.426 -0.265 0.3 -0.3 1.6
H -0.003 0.834 2.056 -0.2 0.9 -0.6
H -0.564 -0.665 2.003 -0.8 -0.3 0.3
H -1.800 0.625 1.706 0.2 0.0 0.3
H -1.383 0.375 -0.505 -0.1 0.7 0.0
H 1.504 0.022 0.097 0.6 0.4 -0.2
H 0.864 1.574 -0.577 0.0 0.0 0.3
H 0.895 0.146 -1.563 -0.2 -0.2 0.1
H -0.751 -1.533 -1.213 -0.1 0.3 -0.2
C 2.056 -4.749 -4.501 0.3 -1.4 1.1
C 2.642 -3.381 -4.196 -1.2 -0.2 -0.9
C 1.595 -2.443 -3.646 -0.4 -0.1 0.3
O 3.709 -3.504 -3.336 1.1 0.3 -0.1
H 1.796 -5.162 -3.524 -0.5 -0.1 0.2
H 2.831 -5.455 -4.802 0.2 0.3 -0.4
H 1.199 -4.901 -5.158 0.0 0.6 -0.1
H 2.958 -2.990 -5.165 0.5 0.4 0.2
H 2.055 -1.487 -3.396 -0.3 0.3 -0.6
H 1.134 -2.745 -2.704 0.2 -0.6 0.2
H 0.767 -2.472 -4.355 0.0 0.9 -0.1
H 3.416 -4.000 -2.562 0.2 -0.3 0.5
C -1.095 1.780 4.755 -0.8 -1.4 2.0
C -1.837 2.435 5.984 0.6 0.3 -2.4
C -1.461 1.922 7.328 0.1 -1.8 0.0
O -1.421 3.760 5.888 0.3 2.4 1.1
H -1.332 2.151 3.759 -0.4 0.1 0.2
H -1.363 0.728 4.866 0.2 -0.4 -0.8
H -0.017 1.869 4.895 -0.3 0.2 0.1
H -2.922 2.379 5.883 -0.1 -0.2 -0.3
H -1.869 2.505 8.153 0.4 0.3 -0.1
H -0.405 1.654 7.377 0.3 0.8 0.4
H -1.904 0.929 7.426 -0.4 -0.1 0.1
H -1.652 4.132 5.033 0.0 -0.3 -0.1
C -3.707 3.611 3.314 -0.2 -1.1 0.1
O -4.415 2.874 3.956 -1.1 -0.5 0.7
N -3.269 3.330 2.085 0.4 -1.0 -2.7
N -3.200 4.768 3.721 1.1 2.3 0.7
H -3.757 2.688 1.481 0.2 -0.2 0.5
H -2.474 3.772 1.644 -0.2 0.3 0.3
H -3.279 5.148 4.652 -0.3 -0.2 -0.2
H -2.726 5.277 2.991 0.0 0.4 0.5
C 2.116 -5.160 -0.609 1.3 1.6 0.2
O 3.218 -5.103 -1.112 1.3 0.3 -1.1
N 1.366 -4.126 -0.275 -1.6 2.5 0.7
N 1.593 -6.305 -0.282 -0.9 -2.9 0.4
H 0.639 -4.237 0.420 0.1 0.0 -0.4
H 1.641 -3.159 -0.357 0.5 -0.2 -0.3
H 0.688 -6.334 0.157 0.4 -0.7 -0.2
H 2.209 -7.062 -0.538 -0.7 -0.5 0.4
C 5.371 2.116 -0.486 1.1 1.5 -0.4
O 5.510 2.637 -1.592 -0.9 0.1 -0.6
N 6.473 1.701 0.168 1.3 -0.9 0.5
N 4.262 2.129 0.258 -1.2 0.1 0.1
H 6.378 0.938 0.824 -0.1 0.0 0.2
H 7.287 1.676 -0.429 -0.1 -0.1 0.1
H 3.424 2.478 -0.182 0.0 -0.4 0.1
H 4.227 1.541 1.077 -0.3 0.0 -0.2
C 2.062 -0.046 3.430 -0.3 -2.8 -2.9
O 2.635 -0.182 2.361 1.3 -0.5 -2.1
N 2.092 1.062 4.027 0.7 5.0 3.0
N 1.240 -0.968 3.879 -0.5 -1.3 1.1
H 1.737 1.153 4.966 0.2 0.6 -0.3
H 2.560 1.785 3.501 0.0 0.3 0.7
H 1.315 -1.829 3.358 -0.4 -0.4 0.8
H 1.082 -0.917 4.874 -0.5 -0.8 -0.2
C -4.224 -1.538 2.718 -3.9 -2.1 4.4
O -4.659 -2.202 3.662 1.2 -0.6 0.4
N -3.787 -1.984 1.597 2.5 -2.4 -4.9
N -4.486 -0.279 2.616 -0.1 4.5 -0.2
H -4.013 -1.381 0.822 0.5 -0.5 -0.3
H -3.595 -2.952 1.394 -0.2 0.2 0.4
H -4.102 0.126 1.775 -0.3 1.0 0.6
H -4.981 0.247 3.319 0.4 -0.1 -0.1
C -0.275 -4.310 2.589 -1.3 -2.2 -0.4
O 0.188 -3.530 3.359 1.3 1.6 1.5
N -0.155 -5.657 2.739 0.5 -0.6 0.7
N -1.054 -3.955 1.563 -0.3 0.9 -0.9
H 0.302 -5.920 3.599 0.0 -0.4 -0.3
H -0.339 -6.331 2.014 -0.1 0.1 0.4
H -0.939 -2.972 1.359 -0.7 0.2 -0.8
H -1.437 -4.627 0.916 0.0 0.4 0.0
```
Forces are in eV/Å.

Properties
Relative energy (zero: lowest compared OMol25 entry of this formula, charge and spin)   4.2621 eV
E_LUMO   -0.008 Ha
Net charge   0

***

Entry 2:
Density functional theory data (ωB97M-V/def2-TZVPD) for a cluster of 15 separate species, C30H90O30 in total in a non-equilibrium geometry.

Geometry as XYZ:
```
150
Properties=species:S:1:pos:R:3:forces:R:3
C 0.290 -0.019 0.858 -0.4 -2.0 -1.5
C 0.578 -1.403 0.210 -0.4 0.0 0.4
O 0.359 -1.400 -1.205 0.3 0.3 0.7
O -1.074 0.323 0.496 1.2 0.4 1.0
H 1.067 0.628 0.449 -0.3 0.7 0.1
H 0.439 -0.158 1.928 -0.5 0.5 0.1
H -0.089 -2.154 0.633 -0.2 0.1 -0.1
H 1.586 -1.744 0.448 0.3 0.1 0.0
H 1.024 -0.785 -1.523 0.1 0.0 -0.6
H -1.037 0.657 -0.404 -0.1 -0.1 -0.2
C 7.855 -5.294 0.980 1.0 -1.4 -0.2
C 9.303 -4.816 1.061 -0.4 -0.3 0.5
O 9.738 -4.031 -0.038 -0.1 -0.1 0.2
O 6.936 -4.333 1.330 -1.0 1.4 0.3
H 7.705 -6.126 1.668 0.5 -0.4 0.1
H 7.672 -5.701 -0.014 -0.1 0.1 -0.4
H 9.966 -5.675 1.168 -0.1 -0.3 0.0
H 9.382 -4.277 2.005 0.2 0.5 -0.1
H 10.210 -4.646 -0.605 0.0 0.3 -0.3
H 6.269 -4.755 1.876 -0.1 0.3 -0.1
C -4.286 -1.783 3.892 -0.5 1.5 1.1
C -4.679 -0.486 4.614 -0.6 1.4 -1.9
O -3.633 0.488 4.442 0.2 -0.4 0.6
O -3.347 -2.445 4.628 1.2 -2.1 1.0
H -3.827 -1.509 2.942 -0.4 0.2 -0.5
H -5.151 -2.426 3.730 0.0 -0.1 0.0
H -4.989 -0.432 5.658 0.5 -0.9 0.1
H -5.520 -0.061 4.066 -0.6 -0.1 -0.1
H -3.437 0.473 3.503 0.2 0.2 -0.1
H -2.742 -1.863 5.094 -0.1 0.4 -0.2
C -1.607 2.582 -5.089 -0.4 0.3 -2.3
C -2.692 3.367 -5.891 0.3 -0.1 0.1
O -2.757 4.727 -5.451 0.0 -0.4 0.1
O -1.742 2.776 -3.745 -0.3 0.5 1.8
H -0.648 3.017 -5.369 0.3 -0.4 -0.6
H -1.661 1.511 -5.286 0.1 0.1 -0.3
H -3.662 2.879 -5.801 -0.1 0.0 0.2
H -2.479 3.444 -6.957 0.3 -0.4 0.0
H -3.343 4.734 -4.690 0.0 0.2 0.2
H -1.408 3.672 -3.671 -0.2 0.3 0.9
C 6.714 0.002 6.451 -0.9 -0.2 0.4
C 5.533 0.020 5.454 0.9 0.0 0.2
O 5.767 0.894 4.345 -0.1 -0.4 0.5
O 7.871 -0.626 5.911 -0.2 0.7 -0.4
H 6.431 -0.603 7.313 -0.2 0.0 0.1
H 6.969 0.995 6.820 -0.1 0.2 -0.1
H 4.578 0.321 5.887 0.2 0.1 0.2
H 5.453 -1.030 5.172 -0.3 -0.1 -0.5
H 6.583 0.595 3.937 0.1 -0.1 -0.2
H 8.340 0.120 5.530 0.6 -0.3 -0.2
C 1.173 -3.708 9.285 0.7 0.3 0.3
C 1.448 -3.325 7.853 -0.4 -0.1 -0.1
O 0.740 -2.130 7.516 0.1 0.0 -0.4
O 2.081 -2.997 10.188 -1.1 -0.6 -0.8
H 1.287 -4.777 9.464 0.1 0.1 0.1
H 0.135 -3.411 9.432 -0.1 -0.1 0.5
H 1.038 -4.088 7.192 0.0 0.0 -0.1
H 2.517 -3.241 7.658 0.1 0.1 0.0
H 0.929 -1.411 8.123 0.2 0.0 0.1
H 2.058 -2.108 9.827 0.3 0.3 0.4
C -1.402 6.696 4.358 -0.1 0.3 2.0
C -0.812 7.895 3.600 -1.7 -0.5 -0.9
O -1.722 9.016 3.621 0.7 -0.6 0.0
O -0.581 5.580 4.232 1.1 -0.9 -0.8
H -2.452 6.429 4.235 -0.1 0.5 -1.2
H -1.425 6.898 5.429 0.2 0.7 0.5
H -0.785 7.565 2.561 0.1 0.3 -0.2
H 0.211 8.153 3.873 -0.1 -0.1 0.5
H -1.833 9.296 4.532 0.0 0.1 0.1
H -1.063 4.751 4.280 -0.2 0.2 0.0
C 1.356 -6.383 -4.363 0.8 1.0 0.1
C 0.446 -6.477 -5.578 -0.2 -0.2 1.3
O 1.102 -7.167 -6.590 0.1 0.1 -0.9
O 2.528 -5.547 -4.685 -1.1 -0.6 0.3
H 1.760 -7.329 -4.001 -0.2 -0.2 -0.4
H 0.847 -5.919 -3.518 -0.3 0.0 0.1
H 0.155 -5.478 -5.904 0.0 0.2 0.1
H -0.475 -7.001 -5.322 0.0 -0.2 0.1
H 1.649 -6.477 -6.972 0.5 -0.4 -0.4
H 2.299 -4.707 -4.281 0.4 0.3 -0.2
C -5.817 7.081 0.479 2.0 0.7 0.4
C -4.738 6.162 -0.191 -1.3 1.7 0.8
O -5.291 5.612 -1.350 0.1 -0.5 -1.0
O -6.563 6.309 1.334 -1.7 -1.2 0.6
H -6.500 7.656 -0.147 0.4 -0.2 -0.9
H -5.353 7.820 1.131 0.5 0.1 -0.1
H -4.522 5.381 0.539 0.3 0.2 0.1
H -3.866 6.787 -0.380 0.2 -0.3 -0.5
H -5.559 4.705 -1.183 0.0 0.0 0.0
H -7.183 5.900 0.726 -0.5 -0.6 0.5
C -4.697 -4.262 -2.610 0.5 2.1 0.1
C -5.830 -4.874 -3.327 -0.2 -0.6 -0.5
O -5.336 -5.790 -4.315 -0.6 -0.1 0.3
O -4.147 -3.168 -3.390 0.0 -0.8 -0.6
H -4.001 -5.076 -2.410 0.4 0.3 0.2
H -5.036 -3.709 -1.734 -0.2 -0.9 0.7
H -6.543 -4.141 -3.705 0.2 0.1 -0.4
H -6.383 -5.443 -2.580 0.0 -0.4 -0.2
H -5.155 -5.360 -5.153 0.0 0.3 0.1
H -3.397 -2.781 -2.932 0.1 -0.1 0.1
C -7.133 1.126 -0.517 1.2 1.4 -0.4
C -8.542 1.691 -0.387 0.2 -0.3 1.8
O -8.650 3.070 -0.654 0.3 0.5 -0.8
O -6.747 1.400 -1.861 0.1 -0.6 -0.8
H -6.867 0.121 -0.190 -1.1 -0.5 -0.3
H -6.382 1.682 0.045 -0.5 0.6 0.7
H -8.809 1.749 0.668 -0.2 -1.1 0.2
H -9.242 1.083 -0.960 -0.1 0.1 0.0
H -8.816 3.223 -1.587 0.2 -0.1 -0.2
H -6.364 0.609 -2.248 0.0 0.0 -0.1
C 2.296 6.979 -3.037 1.0 1.1 0.1
C 1.535 8.166 -2.546 -0.3 1.2 0.3
O 2.058 8.738 -1.331 0.1 -0.3 -0.5
O 2.028 5.894 -2.195 -0.3 -1.3 -0.3
H 3.368 7.177 -3.044 0.3 0.3 0.3
H 2.129 6.844 -4.106 -0.8 -0.9 0.2
H 0.494 7.896 -2.369 -0.1 -0.2 -0.1
H 1.532 8.980 -3.270 0.2 0.0 0.0
H 2.165 8.020 -0.702 -0.1 0.1 0.3
H 2.423 6.058 -1.335 0.1 -0.1 -0.1
C 5.225 0.923 -1.995 -0.2 1.6 0.5
C 6.401 0.525 -2.827 -1.1 -1.3 -1.5
O 6.957 1.510 -3.688 0.5 0.4 0.8
O 3.951 1.124 -2.698 1.5 -0.2 0.5
H 5.586 1.870 -1.592 -0.5 0.5 0.3
H 5.077 0.302 -1.112 -0.1 -0.5 -0.4
H 6.018 -0.248 -3.494 0.2 -0.6 0.0
H 7.156 0.095 -2.168 0.2 0.3 -0.2
H 6.283 2.080 -4.066 -0.3 -0.2 0.0
H 3.834 2.077 -2.701 -0.3 0.0 -0.1
C -3.891 -8.276 2.603 0.9 0.4 1.2
C -4.857 -8.552 3.732 -0.1 -1.5 1.4
O -4.207 -9.372 4.827 -0.4 1.2 -2.1
O -2.745 -7.556 3.087 -0.3 -0.2 -0.5
H -4.384 -7.685 1.831 -0.2 -0.2 -0.1
H -3.519 -9.209 2.180 0.0 0.1 0.0
H -5.692 -9.101 3.295 -0.1 -0.4 0.1
H -5.318 -7.668 4.172 0.4 0.3 0.0
H -4.823 -9.541 5.543 -0.3 0.2 -0.2
H -3.048 -6.660 3.250 0.2 0.2 0.1
C 4.614 2.298 -8.373 1.7 0.1 -1.7
C 5.182 0.882 -8.156 -2.1 1.7 0.0
O 4.177 0.308 -7.347 0.3 -1.2 0.7
O 4.805 3.152 -7.225 -0.5 -0.8 -1.0
H 3.618 2.275 -8.816 -0.8 -0.5 1.2
H 5.071 2.684 -9.285 1.1 0.7 0.2
H 6.158 0.893 -7.672 0.1 -0.1 -0.2
H 5.153 0.388 -9.127 0.4 -0.2 0.2
H 4.124 0.922 -6.611 -0.3 -0.2 0.4
H 4.522 4.009 -7.551 0.0 0.3 0.4
```
Forces are in eV/Å.

Properties
Relative energy (zero: lowest compared OMol25 entry of this formula, charge and spin)   7.6902 eV
E_LUMO   -0.006 Ha
Net charge   0